[1]
Below is a structure of composition C26H56MoNO2P2Si4Te, with properties calculated with the ωB97M-V functional and the def2-TZVPD basis.

Properties
E (eV): -92688.5158
2S+1: 3
Expectation value of S²: 2.025
E_HOMO (alpha / beta) (eV): -9.073 / -10.098
Net charge: +1

Positions of all 93 atoms, in Å:
C: -1.4079 2.1299 -5.0941
C: -1.4407 1.1880 -4.0690
N: -0.3567 0.9198 -3.2886
C: 0.8146 1.4881 -3.6267
C: 0.8893 2.4862 -4.5814
C: -0.2267 2.8323 -5.3227
C: -2.7291 0.5422 -3.6816
P: -2.6420 -0.7425 -2.3667
Mo: -0.4373 -0.4169 -1.5322
P: 1.9896 -0.6449 -2.2285
C: 2.0415 1.0803 -2.8808
C: -0.6816 -2.4242 -0.5470
C: -1.4688 -2.4603 0.6183
C: -1.4372 -3.6093 1.4383
C: -0.6619 -4.7152 1.0658
C: 0.0487 -4.7059 -0.1344
C: 0.0279 -3.5760 -0.9529
O: -2.9983 -1.9646 -7.4276
O: 0.8875 -2.0897 -5.7954
H: -2.3491 2.2959 -5.6319
H: 1.8543 2.9625 -4.6782
H: -0.1892 3.6266 -6.0570
C: -3.9232 0.0158 -1.4021
C: -3.3354 -2.2706 -3.0552
H: 2.8834 1.1034 -3.5934
H: 2.2857 1.8012 -2.0843
H: -3.3390 0.2270 -4.5015
H: -3.4062 1.3430 -3.2928
C: 3.1122 -0.7111 -0.8202
C: 2.7777 -1.6046 -3.4998
H: -2.1074 -1.6045 0.8850
H: -2.0366 -3.6220 2.3627
H: -0.6380 -5.5835 1.7179
H: 0.6051 -5.5862 -0.4406
H: 0.5413 -3.5727 -1.9138
H: 0.4387 -1.4530 -6.3407
H: 0.1832 -2.3017 -5.1479
H: -2.7298 -2.3968 -6.5992
H: -2.5249 -1.1182 -7.3704
H: 0.9775 -1.4613 -1.3647
H: -4.7989 0.1393 -2.0290
H: -4.1364 -0.6206 -0.5693
H: -3.5983 0.9836 -1.0469
H: -4.4370 -2.1979 -3.0070
H: -3.0043 -2.4784 -4.0927
H: -2.9921 -3.0895 -2.4022
H: 3.7684 -1.2112 -3.7481
H: 2.9066 -2.6339 -3.1625
H: 2.1947 -1.6271 -4.4271
H: 4.1501 -0.5213 -1.1190
H: 2.7917 -0.0207 -0.0322
H: 3.0412 -1.7242 -0.4102
C: 3.7005 2.0247 2.1977
Si: 2.0137 2.7527 2.6153
C: 1.9935 3.4051 4.3837
C: 1.6555 4.2044 1.4616
Si: 0.4411 1.0031 2.4298
Te: -0.4246 1.5334 0.1132
Si: 1.2795 -0.8877 3.6172
C: 2.3782 -0.2397 5.0184
C: -0.1024 -1.9283 4.3628
C: 2.2520 -2.0018 2.4529
Si: -1.5405 1.6321 3.5320
C: -1.2101 1.6964 5.3901
C: -2.1105 3.3236 2.9322
C: -2.8617 0.3396 3.1740
H: 4.4670 2.7413 2.5274
H: 3.8183 1.8814 1.1155
H: 3.9021 1.0659 2.6926
H: 2.6827 4.2614 4.4155
H: 1.0032 3.7618 4.6928
H: 2.3397 2.6670 5.1173
H: 1.6543 3.9118 0.4034
H: 0.6931 4.6868 1.6815
H: 2.4523 4.9517 1.6081
H: 1.8303 0.4179 5.7072
H: 2.7316 -1.1014 5.6044
H: 3.2640 0.3038 4.6636
H: -0.5058 -2.6323 3.6213
H: 0.3058 -2.5178 5.1991
H: -0.9342 -1.3299 4.7535
H: 1.6077 -2.4247 1.6693
H: 3.0844 -1.4788 1.9640
H: 2.6809 -2.8486 3.0116
H: -0.4919 2.4763 5.6701
H: -2.1688 1.9321 5.8754
H: -0.8533 0.7432 5.8003
H: -2.3629 3.3338 1.8642
H: -3.0174 3.5824 3.4999
H: -1.3618 4.1070 3.1127
H: -3.2386 0.4208 2.1468
H: -2.5174 -0.6912 3.3265
H: -3.7067 0.5158 3.8569

These are the Löwdin partial charges, in e, on atoms 1 to 5:
1. C -0.009
2. C -0.301
3. N -0.062
4. C -0.337
5. C -0.011


[2]
Below is a cluster of 3 separate species, C26H56N7O8P3 in total, with properties calculated with the ωB97M-V functional and the def2-TZVPD basis.

Properties
E (eV): -82526.8909
SMILES: COC[C@]1(CP(=O)(O)O)NC(=O)C[C@@H]1COc1ccccc1.CN(C)P(=O)(N(C)C)N(C)C.CN(C)P(=O)(N(C)C)N(C)C
E_HOMO (eV): -7.701
Net charge: 0
Energy relative to the best compared isomer or geometry (same formula, charge and spin) (kJ/mol): 800.27

Positions of all 100 atoms, in Å:
C: 2.7227 -2.5380 -0.4056
O: 3.0082 -3.8360 -1.0281
C: 1.7986 -4.6371 -1.2622
C: 1.2910 -4.6858 -2.8279
C: -0.0887 -5.4900 -3.2022
P: -1.3339 -5.6705 -1.7574
O: -1.8251 -4.2781 -1.1454
O: -2.7788 -6.4418 -2.4008
O: -0.7127 -6.5957 -0.3976
N: 2.5014 -5.3619 -3.5071
C: 3.4179 -4.3185 -4.1811
O: 4.5839 -4.6983 -4.7160
C: 2.7518 -2.7888 -4.0588
C: 1.2014 -3.3081 -3.7091
C: 0.0477 -2.1896 -3.3990
O: 0.4144 -1.3040 -2.2835
C: -0.7552 -0.6026 -1.7247
C: -2.0541 -0.0617 -2.5679
C: -3.3064 0.7619 -1.8643
C: -3.2147 1.0096 -0.2356
C: -1.9466 0.4639 0.6597
C: -0.7199 -0.3526 -0.0715
H: 3.3478 -2.3412 0.5926
H: 3.0516 -1.6536 -1.1370
H: 1.6023 -2.3397 -0.1386
H: 2.0947 -5.7616 -0.9902
H: 0.9195 -4.3759 -0.4977
H: -0.6939 -5.0347 -4.1074
H: 0.1874 -6.6010 -3.5413
H: -2.8477 -6.0956 -3.3585
H: -1.1235 -6.1725 0.4314
H: 2.0003 -5.6986 -4.3840
H: 2.9431 -2.3870 -5.1428
H: 3.3897 -2.3501 -3.1786
H: 0.8758 -3.6888 -4.7929
H: -0.2228 -1.5689 -4.3747
H: -0.9465 -2.7995 -3.1444
H: -2.0817 -0.2762 -3.7186
H: -4.2129 1.1340 -2.5051
H: -4.0851 1.5881 0.2982
H: -1.9350 0.6559 1.8156
H: 0.1845 -0.7578 0.5921
C: 8.0605 1.1418 1.5225
N: 7.5195 0.0416 0.7613
C: 8.0881 -1.2154 1.2406
P: 6.8779 -0.0339 -0.7996
O: 5.5430 -0.6060 -0.2629
N: 6.1186 1.4086 -1.3436
C: 5.8023 2.5167 -0.4485
C: 4.9136 1.1571 -2.1584
N: 8.4125 0.6239 -1.4165
C: 8.8282 2.0200 -1.4759
C: 8.6980 0.0105 -2.7219
H: 9.1277 1.2941 1.3219
H: 7.9563 0.9567 2.6004
H: 7.5373 2.0778 1.3660
H: 9.1066 -1.3513 0.8620
H: 7.4872 -2.0686 0.9066
H: 8.1090 -1.2697 2.3324
H: 5.2634 2.1849 0.4456
H: 5.1915 3.2787 -0.9514
H: 6.6983 3.0592 -0.1552
H: 4.0319 0.9592 -1.5348
H: 5.0628 0.2966 -2.8208
H: 4.6940 2.0162 -2.8010
H: 8.2650 2.6003 -2.2149
H: 9.8878 2.0815 -1.7539
H: 8.7656 2.5278 -0.5147
H: 8.0452 0.4188 -3.4999
H: 8.5340 -1.0728 -2.6754
H: 9.7432 0.1595 -3.0194
C: -7.6512 3.6165 1.3656
N: -7.0297 2.6858 2.2766
C: -6.9545 1.3655 1.6566
P: -6.9177 2.6718 3.9621
O: -5.3715 2.6264 3.8959
N: -6.9074 4.2226 4.7026
C: -6.7300 5.4557 3.9429
C: -6.0046 4.3022 5.8678
N: -8.6953 2.7241 4.0382
C: -9.5613 3.8928 3.9397
C: -9.1421 1.9252 5.1889
H: -8.7120 3.3887 1.2067
H: -7.1618 3.5832 0.3825
H: -7.5567 4.6521 1.6700
H: -7.9283 0.8657 1.6861
H: -6.2322 0.7289 2.1797
H: -6.6164 1.4155 0.6180
H: -5.8616 5.4095 3.2769
H: -6.6054 6.3226 4.6059
H: -7.6200 5.6996 3.3671
H: -4.9618 4.4677 5.5670
H: -6.0469 3.3794 6.4581
H: -6.3035 5.1177 6.5346
H: -9.4895 4.5501 4.8132
H: -10.6082 3.5748 3.8578
H: -9.3825 4.4852 3.0437
H: -8.9440 2.4466 6.1308
H: -8.6107 0.9663 5.2135
H: -10.2123 1.6922 5.1290

These are the Löwdin partial charges, in e, on atoms 1 to 5:
1. C -0.113
2. O -0.211
3. C -0.137
4. C -0.358
5. C -0.167


[3]
Below is a cluster of 7 separate species, C26H57BN2O26P3 in total, with properties calculated with the ωB97M-V functional and the def2-TZVPD basis.

Properties
E (eV): -112653.1936
E_HOMO (eV): -5.130
Net charge: -1

Positions of all 115 atoms, in Å:
C: 1.1141 -7.0432 1.0415
C: 0.7230 -5.5914 0.8977
N: 1.1758 -4.7728 1.7555
C: -0.1752 -5.2766 -0.2748
C: -1.1101 -4.0771 -0.1618
P: -2.1373 -4.1345 1.4672
P: -3.4965 -5.7926 1.2159
O: -4.2230 -5.8741 -0.0663
O: -2.8044 -7.2174 1.5408
O: -4.5182 -5.5700 2.4297
O: -2.0504 -4.1432 -1.1692
B: -2.6420 -2.7996 -1.2385
C: -3.5645 -2.5278 -2.5620
P: -5.1551 -1.8583 -2.2052
O: -5.2145 -0.3865 -2.1033
O: -6.1268 -2.3933 -3.3878
O: -5.7703 -2.5303 -0.8876
O: -1.4283 -1.9304 -1.1480
C: -0.4824 -2.6197 -0.3440
C: 0.8279 -2.5434 -1.1348
C: 2.1338 -2.5044 -0.3441
N: 3.2383 -2.0540 -1.2292
H: 2.1821 -7.1066 1.2418
H: 0.8947 -7.6202 0.1479
H: 0.6026 -7.4565 1.9086
H: 0.8413 -3.8284 1.5653
H: -0.8242 -6.1450 -0.4118
H: 0.4198 -5.2257 -1.1904
H: -1.2816 -4.6427 2.4658
H: -2.8284 -7.7209 0.7226
H: -5.3526 -5.9292 2.1031
H: -3.3167 -2.5232 -0.2404
H: -3.0967 -1.7652 -3.1885
H: -3.6859 -3.4109 -3.1935
H: -7.0171 -2.1236 -3.1442
H: -5.4245 -3.4278 -0.7816
H: -0.4176 -2.0704 0.6055
H: 0.8733 -3.3524 -1.8642
H: 0.7781 -1.6113 -1.6957
H: 2.3588 -3.5033 0.0238
H: 2.0096 -1.8218 0.4968
H: 4.0590 -2.5927 -0.9793
H: 3.0050 -2.3968 -2.1567
C: -0.4792 1.3670 0.0367
O: 0.8425 1.2281 0.5823
C: 1.6155 2.2950 0.4645
O: 1.3198 3.3486 -0.0358
O: 2.8025 2.0061 1.0123
C: 3.7471 3.0733 0.9640
H: -0.9781 0.4156 0.1978
H: -1.0224 2.1614 0.5451
H: -0.4343 1.5647 -1.0312
H: 3.3795 3.9395 1.5119
H: 3.9629 3.3490 -0.0664
H: 4.6492 2.6983 1.4395
C: 2.5475 1.5798 4.3329
O: 3.6146 2.4347 4.7696
C: 3.4305 2.9876 5.9620
O: 2.4801 2.8346 6.6816
O: 4.4921 3.7543 6.2316
C: 4.4295 4.4212 7.4928
H: 2.8323 1.2077 3.3549
H: 2.4174 0.7459 5.0192
H: 1.6192 2.1408 4.2474
H: 4.3782 3.7071 8.3123
H: 3.5738 5.0922 7.5337
H: 5.3430 5.0036 7.5771
C: -3.4137 1.9774 -8.4347
O: -4.0071 2.5503 -7.2731
C: -4.6874 1.6708 -6.5216
O: -4.8173 0.5028 -6.7766
O: -5.1820 2.3163 -5.4795
C: -5.9255 1.4961 -4.5575
H: -2.9009 2.7891 -8.9437
H: -2.6964 1.2056 -8.1612
H: -4.1744 1.5562 -9.0900
H: -5.3021 0.7231 -4.1205
H: -6.7849 1.0527 -5.0586
H: -6.2672 2.1619 -3.7719
C: -9.7088 5.3576 0.0203
O: -9.0288 4.1679 0.4118
C: -7.8571 3.9806 -0.2113
O: -7.3848 4.7245 -1.0312
O: -7.3286 2.8529 0.2322
C: -6.0584 2.5120 -0.3499
H: -10.6301 5.3819 0.5957
H: -9.1104 6.2378 0.2491
H: -9.9412 5.3375 -1.0430
H: -5.3215 3.2816 -0.1273
H: -6.1505 2.3767 -1.4229
H: -5.7532 1.5709 0.0941
C: 6.3760 -3.6412 -5.5009
O: 5.5708 -4.7887 -5.7811
C: 4.4174 -4.8155 -5.1126
O: 4.0374 -3.9830 -4.3343
O: 3.7585 -5.9197 -5.4543
C: 2.4914 -6.0666 -4.8015
H: 7.2721 -3.7479 -6.1050
H: 5.8528 -2.7281 -5.7768
H: 6.6447 -3.6084 -4.4471
H: 1.8311 -5.2394 -5.0522
H: 2.6208 -6.1227 -3.7225
H: 2.0698 -6.9968 -5.1691
C: 6.9107 6.6303 5.0950
O: 7.9912 7.4793 5.4956
C: 7.8276 8.0349 6.6916
O: 6.8875 7.8727 7.4251
O: 8.8876 8.8025 6.9450
C: 8.8416 9.4635 8.2107
H: 7.1700 6.2395 4.1163
H: 6.7927 5.8056 5.7939
H: 5.9832 7.1945 5.0244
H: 8.8048 8.7389 9.0216
H: 7.9803 10.1260 8.2672
H: 9.7561 10.0447 8.2798

These are the Löwdin partial charges, in e, on atoms 1 to 5:
1. C -0.047
2. C -0.446
3. N 0.133
4. C -0.117
5. C -0.598


[4]
Below is a cluster of 6 separate species, C26H57FIN2O17S6 in total, with properties calculated with the ωB97M-V functional and the def2-TZVPD basis.

Properties
E (eV): -141491.6420
E_HOMO (eV): -11.941
Net charge: +1
Energy relative to the best compared isomer or geometry (same formula, charge and spin) (kJ/mol): 199.94

Positions of all 110 atoms, in Å:
C: 0.7630 -1.8543 -2.3250
C: 0.1518 -1.7868 -3.7785
C: -0.4932 -3.1691 -4.1369
F: 0.5883 -4.1081 -4.1947
C: -1.4720 -3.7350 -3.0822
C: -1.0826 -4.8514 -2.2026
N: -1.9841 -5.2718 -1.2802
C: -1.5158 -6.3749 -0.3824
S: -1.2329 -5.5683 1.2839
O: 0.1995 -5.4298 1.5303
O: -1.9181 -6.3704 2.2812
N: -3.2036 -4.8594 -1.0525
C: -3.6317 -3.8505 -1.8071
C: -2.8324 -3.1824 -2.8837
C: -3.4536 -1.9900 -3.6413
I: -2.9713 -0.0864 -2.6654
C: -3.2319 -1.9625 -5.1958
C: -4.1854 -0.8633 -5.8557
H: 0.8275 -2.9111 -1.9463
H: 1.8269 -1.4952 -2.3502
H: 0.2135 -1.2210 -1.5844
H: 1.0159 -1.6493 -4.4883
H: -0.5299 -0.9239 -3.9586
H: -0.9226 -3.1792 -5.1743
H: -0.0621 -5.2744 -2.3165
H: -2.2472 -7.2113 -0.3187
H: -0.5008 -6.7175 -0.7011
H: -1.7636 -4.2939 1.2446
H: -4.6563 -3.4356 -1.6431
H: -4.5676 -2.0818 -3.4922
H: -3.4059 -2.9490 -5.6928
H: -2.1921 -1.5766 -5.3840
H: -3.6806 0.1397 -5.7880
H: -5.1279 -0.7840 -5.2516
H: -4.3967 -1.0970 -6.9320
O: 4.1554 -3.3599 -1.7106
S: 4.8711 -4.1103 -2.7054
O: 4.3814 -4.2372 -4.0473
O: 5.1898 -5.5743 -2.1230
C: 4.0939 -6.3772 -1.6712
C: 3.2738 -6.9234 -2.8267
C: 6.5334 -3.5232 -2.7766
H: 3.4695 -5.8105 -0.9748
H: 4.5246 -7.2094 -1.1129
H: 2.7775 -6.1196 -3.3740
H: 2.5034 -7.6077 -2.4636
H: 3.9126 -7.4505 -3.5368
H: 6.9312 -3.4512 -1.7676
H: 6.5137 -2.5394 -3.2434
H: 7.1241 -4.2075 -3.3817
O: 9.6878 -3.2839 -2.1131
S: 10.5852 -3.3539 -0.9942
O: 11.1763 -2.1772 -0.4337
O: 11.7393 -4.4175 -1.3198
C: 12.5284 -4.2254 -2.5044
C: 13.5126 -3.0807 -2.3535
C: 9.8066 -4.2560 0.3100
H: 11.8810 -4.0791 -3.3725
H: 13.0796 -5.1525 -2.6666
H: 12.9957 -2.1262 -2.2492
H: 14.1637 -3.0146 -3.2264
H: 14.1252 -3.2158 -1.4604
H: 9.3785 -5.1708 -0.0945
H: 9.0218 -3.6225 0.7218
H: 10.5465 -4.4751 1.0772
O: -3.4210 -0.6817 1.9142
S: -2.6520 -0.3125 3.0705
O: -3.2738 -0.0560 4.3319
O: -1.7034 0.9216 2.6903
C: -2.3126 2.1152 2.1681
C: -3.0402 2.9014 3.2404
C: -1.3757 -1.5102 3.3188
H: -2.9791 1.8685 1.3373
H: -1.5053 2.7268 1.7625
H: -3.8938 2.3443 3.6288
H: -3.4117 3.8466 2.8423
H: -2.3776 3.1059 4.0831
H: -0.8696 -1.6948 2.3729
H: -1.8504 -2.4233 3.6775
H: -0.6811 -1.1355 4.0676
O: -1.9477 6.2993 2.9062
S: -1.5164 6.7525 4.1984
O: -2.2539 6.4479 5.3876
O: -1.2512 8.3314 4.1348
C: -2.3256 9.1859 3.7093
C: -3.3973 9.3260 4.7727
C: 0.1592 6.2506 4.4471
H: -2.7474 8.8255 2.7679
H: -1.8871 10.1650 3.5114
H: -3.9005 8.3763 4.9537
H: -4.1530 10.0500 4.4662
H: -2.9591 9.6460 5.7203
H: 0.7423 6.5033 3.5642
H: 0.1574 5.1723 4.6015
H: 0.5492 6.7509 5.3311
O: -7.8730 9.4703 1.7947
S: -7.7384 8.8433 3.0760
O: -6.4580 8.4557 3.5909
O: -8.7336 7.5855 3.1484
C: -8.6137 6.5669 2.1465
C: -7.3794 5.7080 2.3530
C: -8.5445 9.8412 4.2898
H: -8.6236 7.0125 1.1486
H: -9.5034 5.9411 2.2285
H: -6.4664 6.2893 2.2187
H: -7.3593 4.8837 1.6379
H: -7.3584 5.3027 3.3663
H: -9.5319 10.1169 3.9263
H: -7.9350 10.7318 4.4368
H: -8.6113 9.2799 5.2197

These are the Löwdin partial charges, in e, on atoms 1 to 5:
1. C -0.076
2. C -0.173
3. C -0.248
4. F -0.042
5. C 0.002